Entry 1:
DFT (ωB97M-V/def2-TZVPD) results for C54H38F5N5O10PS2Ta as an isolated structure.

```
116
C54H38F5N5O10PS2Ta ωB97M-V/def2-TZVPD
Ta -0.17 0.23 0.74
O 2.27 0.04 2.85
N 1.60 -0.78 1.92
C 2.22 -1.90 1.95
C 1.99 -3.21 1.36
C 2.81 -4.20 1.92
C 2.67 -5.53 1.56
C 1.72 -5.89 0.63
C 0.92 -4.91 0.04
C 1.05 -3.57 0.39
P 0.10 -2.32 -0.52
C -1.40 -3.21 -1.06
C -1.33 -4.07 -2.16
C -2.41 -4.85 -2.54
C -3.60 -4.78 -1.82
C -3.69 -3.92 -0.73
C -2.60 -3.15 -0.36
C 1.09 -2.18 -2.04
C 2.39 -2.68 -2.11
C 3.12 -2.57 -3.29
C 2.57 -1.97 -4.40
C 1.28 -1.45 -4.34
C 0.55 -1.56 -3.16
H 2.31 0.90 2.40
H 3.08 -1.88 2.61
H 3.54 -3.92 2.67
H 3.31 -6.28 2.02
H 1.59 -6.92 0.34
H 0.19 -5.21 -0.70
H -0.41 -4.16 -2.73
H -2.32 -5.52 -3.38
H -4.45 -5.39 -2.11
H -4.61 -3.86 -0.16
H -2.71 -2.49 0.50
H 2.84 -3.16 -1.26
H 4.12 -2.97 -3.33
H 3.14 -1.89 -5.32
H 0.84 -0.98 -5.20
H -0.47 -1.18 -3.14
O -2.12 3.47 0.08
S -0.82 3.02 0.48
O -0.19 2.07 -0.49
N -0.79 1.98 1.70
C -1.34 2.36 2.96
C -2.12 3.46 3.19
C -2.57 3.75 4.50
C -2.24 2.94 5.55
C -1.44 1.80 5.34
C -1.07 0.90 6.36
C -0.28 -0.18 6.05
C 0.14 -0.35 4.72
N -0.20 0.45 3.74
C -0.98 1.52 4.04
C 0.21 4.39 0.76
C 1.18 4.36 1.76
C 2.02 5.45 1.90
C 1.89 6.54 1.05
C 0.90 6.56 0.07
C 0.04 5.49 -0.08
H -2.43 4.12 2.39
H -3.18 4.63 4.66
H -2.60 3.16 6.55
H -1.40 1.07 7.38
H 0.02 -0.89 6.80
H 0.77 -1.19 4.46
H 1.26 3.50 2.41
H 2.77 5.44 2.67
H 2.56 7.38 1.16
H 0.80 7.43 -0.57
H -0.74 5.51 -0.83
C -4.07 1.01 -1.14
S -2.40 0.92 -1.73
O -1.67 0.00 -0.65
C -2.60 -0.07 -3.16
C -2.10 0.51 -4.32
C -2.26 -0.17 -5.52
C -2.89 -1.40 -5.54
C -3.38 -1.96 -4.36
C -3.24 -1.30 -3.16
H -4.40 0.03 -0.80
H -4.66 1.34 -2.00
H -4.11 1.75 -0.34
H -1.60 1.47 -4.29
H -1.89 0.27 -6.44
H -3.01 -1.93 -6.48
H -3.88 -2.92 -4.39
H -3.61 -1.75 -2.24
O 1.90 1.61 0.89
C 2.17 1.15 -0.24
O 1.47 0.15 -0.65
C 3.18 1.77 -1.11
C 3.89 2.85 -0.61
C 4.78 3.50 -1.44
C 4.99 3.11 -2.75
C 4.24 2.04 -3.21
C 3.34 1.35 -2.43
N 4.41 1.63 -4.63
O 3.68 0.75 -5.04
O 5.25 2.21 -5.28
N 5.51 4.68 -0.92
O 5.16 5.10 0.17
O 6.38 5.14 -1.61
H 3.74 3.21 0.40
H 5.68 3.63 -3.39
H 2.78 0.52 -2.83
F -3.29 0.83 1.48
C -2.95 -0.30 2.11
C -1.70 -0.87 1.93
C -1.53 -2.04 2.66
F -0.37 -2.72 2.59
C -2.48 -2.60 3.49
F -2.21 -3.73 4.14
C -3.71 -1.98 3.63
F -4.63 -2.50 4.42
C -3.94 -0.82 2.93
F -5.11 -0.20 3.04
```

The energy above the lowest of the compared OMol25 structures with the same formula, charge and spin comes out at 0.0 kcal/mol. The HOMO-LUMO gap comes out at 7.0 eV. Its charge is +2.

=====

Entry 2:
DFT (ωB97M-V/def2-TZVPD) results for a 4-piece molecular cluster, C54H41FO8 overall.

```
104
C54H41FO8 ωB97M-V/def2-TZVPD
C 6.35 2.48 -1.73
O 6.26 1.10 -2.31
C 5.17 0.37 -1.64
C 4.62 -0.94 -2.47
C 3.82 -0.58 -3.86
C 2.19 -0.61 -3.49
C 1.60 0.57 -2.46
C -0.01 0.57 -2.01
C -1.03 -0.61 -2.56
C -2.59 -0.56 -2.05
C -0.43 -1.76 -3.60
C 1.17 -1.76 -4.05
O 5.68 -1.96 -2.69
C 5.68 -2.98 -1.62
F 4.50 -3.92 -1.69
H 7.48 2.75 -1.58
H 5.84 3.28 -2.46
H 5.79 2.58 -0.70
H 4.31 1.09 -1.30
H 5.64 -0.06 -0.63
H 3.81 -1.46 -1.76
H 3.97 -1.49 -4.61
H 4.15 0.42 -4.38
H 2.29 1.43 -2.04
H -0.44 1.40 -1.27
H -2.63 0.14 -1.09
H -3.33 -0.19 -2.89
H -2.88 -1.65 -1.66
H -1.16 -2.60 -4.02
H 1.51 -2.63 -4.79
H 6.63 -3.68 -1.79
H 5.81 -2.52 -0.53
C -1.52 -8.02 1.80
C -1.04 -6.88 1.14
C -1.93 -5.88 0.75
C -3.30 -6.02 1.01
C -3.78 -7.17 1.64
C -2.88 -8.16 2.05
C -5.23 -7.35 1.87
O -5.64 -8.35 2.44
C -6.16 -6.30 1.41
C -7.54 -6.49 1.57
C -8.43 -5.50 1.15
C -7.95 -4.33 0.57
C -6.58 -4.14 0.40
C -5.68 -5.14 0.82
C -4.23 -4.95 0.60
O -3.81 -3.92 0.09
H -0.82 -8.79 2.12
H 0.02 -6.78 0.94
H -1.55 -5.00 0.24
H -3.24 -9.05 2.56
H -7.93 -7.40 2.02
H -9.50 -5.65 1.27
H -8.64 -3.55 0.25
H -6.21 -3.22 -0.05
C -6.81 -0.75 9.55
C -5.82 -1.70 9.81
C -5.04 -2.20 8.77
C -5.26 -1.75 7.46
C -6.26 -0.83 7.19
C -7.03 -0.32 8.25
C -6.53 -0.39 5.81
O -7.42 0.43 5.58
C -5.73 -0.96 4.71
C -6.02 -0.60 3.38
C -5.26 -1.12 2.34
C -4.21 -2.00 2.61
C -3.92 -2.36 3.92
C -4.70 -1.85 4.98
C -4.41 -2.27 6.36
O -3.49 -3.05 6.60
H -7.41 -0.36 10.37
H -5.65 -2.05 10.83
H -4.26 -2.93 8.98
H -7.81 0.42 8.05
H -6.83 0.09 3.16
H -5.48 -0.84 1.31
H -3.61 -2.40 1.79
H -3.11 -3.05 4.13
C 9.71 6.26 -3.51
C 10.19 7.40 -4.17
C 9.30 8.40 -4.56
C 7.93 8.26 -4.31
C 7.45 7.11 -3.67
C 8.35 6.12 -3.26
C 6.00 6.93 -3.44
O 5.59 5.93 -2.88
C 5.07 7.98 -3.90
C 3.69 7.79 -3.74
C 2.80 8.78 -4.17
C 3.28 9.95 -4.74
C 4.65 10.14 -4.91
C 5.55 9.14 -4.50
C 7.00 9.33 -4.71
O 7.42 10.36 -5.22
H 10.41 5.49 -3.20
H 11.25 7.50 -4.38
H 9.67 9.28 -5.07
H 7.99 5.23 -2.75
H 3.30 6.88 -3.29
H 1.73 8.63 -4.05
H 2.58 10.73 -5.07
H 5.02 11.06 -5.36
```

Its structure (SMILES) is COC[C@@H](Cc1ccc(C)cc1)OCF.O=C1c2ccccc2C(=O)c2ccccc21.O=C1c2ccccc2C(=O)c2ccccc21.O=C1c2ccccc2C(=O)c2ccccc21. The HOMO-LUMO gap comes out at 7.0 eV.

=====

no.,electronic energy (eV),maximum force (eV/A),lowest unoccupied orbital energy (eV)
1,-130620.55056,1.43,-6.11
2,-75750.24299,4.38,-1.18